[1]
ORCA calculation (wB97M-V/def2-TZVPD) on a single C5H11N molecule.

Geometry as XYZ:
```
17
C5H11N | the OMol25 dataset | wB97M-V/def2-TZVPD
C -0.475 1.943 -0.005
C -0.542 0.493 -0.448
C 0.619 -0.444 -0.407
C 2.006 -0.048 0.033
N -0.436 -0.526 0.583
C -1.348 -1.649 0.478
H -0.696 2.021 1.065
H -1.203 2.551 -0.552
H 0.511 2.390 -0.177
H -1.263 0.282 -1.245
H 0.600 -1.226 -1.171
H 2.524 -0.905 0.476
H 2.594 0.305 -0.823
H 1.977 0.750 0.780
H -2.349 -1.332 0.785
H -1.022 -2.454 1.147
H -1.421 -2.060 -0.544
```

Computed properties:
- total charge = 0
- structure (SMILES) = C[C@@H]1[C@H](C)N1C
- 2S+1 = 1



[2]
ORCA calculation (wB97M-V/def2-TZVPD) on a 2-piece molecular cluster, C5H11N overall in a non-equilibrium geometry.

Geometry as XYZ:
```
17
C5H11N | the OMol25 dataset | wB97M-V/def2-TZVPD
C -1.144 0.160 0.756
C -0.261 0.851 -0.383
C 0.894 1.495 0.138
C 2.533 -0.326 -0.201
C 2.160 0.879 0.300
N -2.131 -0.569 0.137
H -0.520 -0.481 1.410
H -1.543 0.957 1.411
H -0.911 1.542 -0.911
H 0.052 0.034 -1.025
H 0.732 2.438 0.620
H -3.019 -2.907 -1.180
H 3.522 -0.678 0.039
H 1.903 -0.791 -0.940
H 2.864 1.380 0.963
H -2.830 -2.606 -1.843
H -2.302 -1.378 0.707
```

Computed properties:
- total charge = 0
- 2S+1 = 1



LUMO energy in eV, matching the order above: 1.237, -1.983
Calculated total energy in eV, matching the order above: -6852.4063, -6847.1559